--- 1 ---
# C7H7N

A cluster of 2 separate species, C7H7N in total (ωB97M-V/def2-TZVPD, the OMol25 dataset).

The geometry in XYZ format:
```
15
Properties=species:S:1:pos:R:3
C -0.05 1.05 0.59
C 0.30 -0.19 1.01
C -0.44 -1.29 0.63
N -1.41 -1.23 -0.20
C -1.73 0.03 -0.57
C -1.21 1.17 -0.11
H 0.67 1.86 0.73
H 1.23 -0.45 1.51
H -0.25 -2.24 1.05
H -2.42 -0.11 -1.34
H -1.18 2.15 -0.63
C 1.63 -0.78 -0.82
C 1.73 0.36 -0.44
H 1.56 -1.85 -1.06
H 1.56 1.53 -0.37
```

- orbital gap (eV) = 8.4
- charge = 0
- LUMO energy (eV) = 0.57
- SMILES = c1ccncc1.C#C

Results of the natural (NBO) charge analysis, in e, for atoms 1 through 8: -0.176, -0.222, 0.014, -0.389, -0.011, -0.266, 0.198, 0.235

---

--- 2 ---
# C7H7N

An isolated molecule of C7H7N (ωB97M-V/def2-TZVPD, the OMol25 dataset).

The geometry in XYZ format:
```
15
Properties=species:S:1:pos:R:3
C 1.08 0.78 -0.02
C 2.12 0.13 -0.04
C 0.32 1.92 -0.11
C -2.40 0.48 0.23
C -2.08 -0.71 0.17
C -1.17 1.82 -0.18
C 2.90 -1.07 0.04
N -1.88 -1.90 -0.06
H -3.43 0.71 0.41
H -1.65 2.77 0.17
H -1.31 1.84 -1.44
H 3.59 -1.07 0.98
H 2.19 -1.90 0.14
H 3.41 -1.20 -0.94
H -1.70 -2.59 0.65
```

- orbital gap (eV) = 7.2
- charge = 0
- LUMO energy (eV) = -0.82

Results of the natural (NBO) charge analysis, in e, for atoms 1 through 8: -0.216, 0.156, 0.092, -0.431, 0.372, -0.503, -0.710, -0.659

---

--- 3 ---
# C7H7N

An isolated molecule of C7H7N (ωB97M-V/def2-TZVPD, the OMol25 dataset).

The geometry in XYZ format:
```
15
Properties=species:S:1:pos:R:3
C 3.05 -0.43 0.14
C 1.86 -0.36 0.05
C 0.44 -0.45 -0.02
C -0.40 -1.51 -0.36
C -1.81 -1.13 -0.16
C -1.82 0.15 0.38
C -0.39 0.63 0.46
N -0.17 1.58 -0.71
H 4.12 -0.22 0.05
H 0.09 -2.48 -0.71
H -2.59 -1.90 -0.18
H -2.57 0.77 0.71
H -0.09 1.09 1.39
H 0.88 1.77 -0.51
H -0.59 2.46 -0.53
```

- orbital gap (eV) = 8.3
- charge = 0
- LUMO energy (eV) = 0.18
- SMILES = C#CC1=CC=C[C@@H]1N

Results of the natural (NBO) charge analysis, in e, for atoms 1 through 8: -0.204, -0.054, -0.085, -0.171, -0.222, -0.154, -0.141, -0.781

---

3 ends up most stable, edging out the next structure by 2.836 eV.

---

--- 1 ---
# C7H7N

An isolated molecule of C7H7N (ωB97M-V/def2-TZVPD, the OMol25 dataset).

The geometry in XYZ format:
```
15
Properties=species:S:1:pos:R:3
C -1.82 0.24 0.28
C -1.29 -0.98 0.21
C 0.17 -1.24 0.16
C 1.01 0.01 0.27
C 0.33 1.35 0.09
C -1.00 1.44 0.08
C 2.25 0.02 -0.51
N 2.40 0.04 0.74
H -2.84 0.30 0.29
H -1.87 -1.80 0.12
H 0.43 -1.90 0.88
H 0.26 -1.83 -0.75
H 0.85 2.27 -0.17
H -1.59 2.25 -0.19
H 2.71 -0.16 -1.49
```

- orbital gap (eV) = 8.7
- charge = 0
- LUMO energy (eV) = 0.72
- SMILES = C1=CC[C@]2(C=C1)C=N2

Results of the natural (NBO) charge analysis, in e, for atoms 1 through 8: -0.235, -0.126, -0.463, -0.011, -0.187, -0.229, 0.088, -0.303

---

--- 2 ---
# C7H7N

A cluster of 2 separate species, C7H7N in total (ωB97M-V/def2-TZVPD, the OMol25 dataset).

The geometry in XYZ format:
```
15
Properties=species:S:1:pos:R:3
C -1.09 -0.14 2.33
C -1.74 -0.54 1.20
C -1.10 -0.38 -0.04
N 0.04 0.25 -0.17
C 0.68 0.57 1.03
C 0.25 0.45 2.27
H -1.64 -0.22 3.22
H -2.67 -1.03 1.20
H -1.71 -0.50 -0.95
H 1.72 1.05 0.97
H 0.77 0.68 3.20
C 1.65 -0.33 -3.98
C 1.39 0.13 -2.78
H 2.05 -0.93 -4.97
H 0.92 0.58 -1.80
```

- orbital gap (eV) = 9.9
- charge = 0
- LUMO energy (eV) = 0.54
- SMILES = c1ccncc1.C#C

Results of the natural (NBO) charge analysis, in e, for atoms 1 through 8: -0.137, -0.274, 0.075, -0.441, 0.017, -0.260, 0.211, 0.220

---

1 ends up most stable, edging out the next structure by 0.226 eV.

---

--- 1 ---
# C16H18N6O

An isolated molecule of C16H18N6O (ωB97M-V/def2-TZVPD, the OMol25 dataset).

The geometry in XYZ format:
```
41
Properties=species:S:1:pos:R:3
C -0.17 -4.24 -0.78
N 0.18 -3.30 -1.85
C 0.32 -3.62 -3.19
C 0.89 -2.52 -3.76
C 0.88 -1.50 -2.74
N 1.22 -0.19 -2.99
C 1.31 0.84 -2.07
O 1.32 1.97 -2.56
C 1.41 0.70 -0.63
N 2.43 0.10 -0.02
C 2.08 0.16 1.33
C 2.81 -0.25 2.43
C 2.34 0.08 3.70
C 1.11 0.73 3.83
N 0.36 1.11 2.79
C 0.87 0.84 1.56
N 0.47 1.21 0.32
C -0.87 1.79 0.00
C -1.15 3.16 0.67
C -2.66 3.13 0.79
C -3.06 1.69 1.12
C -2.01 0.86 0.38
N 0.43 -1.96 -1.62
H -1.07 -4.76 -1.09
H -0.37 -3.74 0.17
H 0.63 -4.98 -0.66
H 0.08 -4.54 -3.69
H 1.24 -2.46 -4.79
H 1.28 0.07 -3.93
H 3.76 -0.78 2.23
H 2.89 -0.22 4.60
H 0.74 0.91 4.85
H -0.93 1.90 -1.08
H -0.69 3.23 1.61
H -0.76 4.00 0.05
H -3.13 3.40 -0.17
H -3.03 3.79 1.55
H -4.11 1.50 0.86
H -3.00 1.50 2.20
H -1.62 0.04 1.08
H -2.40 0.35 -0.50
```

- orbital gap (eV) = 9.0
- charge = 0
- LUMO energy (eV) = 0.44
- SMILES = Cn1ccc(NC(=O)c2nc3cccnc3n2C2CCCC2)n1

Results of the natural (NBO) charge analysis, in e, for atoms 1 through 8: -0.403, -0.180, -0.033, -0.358, 0.294, -0.580, 0.638, -0.574

---

--- 2 ---
# C16H18N6O

An isolated molecule of C16H18N6O (ωB97M-V/def2-TZVPD, the OMol25 dataset).

The geometry in XYZ format:
```
41
Properties=species:S:1:pos:R:3
C -0.42 2.12 -5.37
N -0.80 1.53 -4.10
C -1.71 2.03 -3.18
C -1.66 1.16 -2.14
C -0.71 0.11 -2.51
N -0.21 -1.02 -1.96
C -0.38 -1.55 -0.70
O 0.33 -2.56 -0.64
C -1.00 -0.97 0.51
N -2.20 -0.38 0.49
C -2.47 -0.03 1.79
C -3.64 0.52 2.33
C -3.72 0.59 3.73
C -2.62 0.18 4.50
N -1.48 -0.30 3.96
C -1.43 -0.37 2.63
N -0.47 -0.93 1.81
C 0.90 -1.38 2.17
C 1.75 -0.22 2.71
C 2.53 -0.84 3.84
C 1.64 -1.90 4.41
C 0.91 -2.51 3.23
N -0.20 0.39 -3.68
H -1.07 2.98 -5.55
H 0.64 2.47 -5.37
H -0.54 1.39 -6.18
H -2.31 2.93 -3.28
H -2.11 1.30 -1.20
H 0.37 -1.55 -2.57
H -4.42 0.80 1.61
H -4.61 0.88 4.28
H -2.78 0.26 5.57
H 1.45 -1.73 1.30
H 1.17 0.58 3.11
H 2.37 0.19 1.93
H 2.80 -0.07 4.60
H 3.47 -1.25 3.44
H 0.90 -1.41 5.05
H 2.25 -2.63 5.06
H -0.10 -2.85 3.50
H 1.41 -3.42 2.87
```

- orbital gap (eV) = 8.1
- charge = 0
- LUMO energy (eV) = -0.08
- SMILES = Cn1ccc(NC(=O)c2nc3cccnc3n2C2CCCC2)n1

Results of the natural (NBO) charge analysis, in e, for atoms 1 through 8: -0.397, -0.177, -0.043, -0.351, 0.292, -0.569, 0.633, -0.603

---

1 ends up most stable, edging out the next structure by 0.312 eV.

---

--- 1 ---
# H3NO3P2

A cluster of 2 separate species, H3NO3P2 in total (ωB97M-V/def2-TZVPD, the OMol25 dataset).

The geometry in XYZ format:
```
9
Properties=species:S:1:pos:R:3
N 0.31 0.49 0.27
O -0.97 -1.83 1.06
O -1.86 0.05 -0.62
O -0.08 -1.77 -1.30
P -0.94 1.46 -0.20
P -0.55 -0.99 -0.07
H 2.89 0.22 -0.55
H -1.51 2.20 1.21
H 2.71 0.17 0.19
```

- orbital gap (eV) = 6.4
- charge = -2
- LUMO energy (eV) = 7.64

Results of the natural (NBO) charge analysis, in e, for atoms 1 through 8: -1.522, -1.206, -1.130, -1.220, 1.008, 2.401, -0.041, -0.327

---

--- 2 ---
# H3NO3P2

A cluster of 2 separate species, H3NO3P2 in total (ωB97M-V/def2-TZVPD, the OMol25 dataset).

The geometry in XYZ format:
```
9
Properties=species:S:1:pos:R:3
N -0.59 -1.83 0.33
O 0.34 1.75 -0.18
O 1.67 -0.20 0.85
O 2.10 0.66 -1.55
P -0.58 -0.97 -1.02
P 1.18 0.39 -0.41
H -1.61 -2.32 0.41
H -0.31 1.37 0.57
H -2.21 1.13 0.99
```

- orbital gap (alpha / beta) (eV) = 5.8 / 5.8
- charge = -2
- LUMO energy (alpha / beta) (eV) = 7.18 / 7.18

Results of the natural (NBO) charge analysis, in e, for atoms 1 through 8: -1.091, -1.105, -1.173, -1.217, 0.497, 2.112, 0.312, 0.526

---

1 ends up most stable, edging out the next structure by 1.599 eV.

---

--- 1 ---
# CH2N4O2

An isolated molecule of CH2N4O2 (ωB97M-V/def2-TZVPD, the OMol25 dataset).

The geometry in XYZ format:
```
9
Properties=species:S:1:pos:R:3
O 0.68 1.85 -0.08
C 0.06 0.81 -0.05
N -1.29 0.53 -0.04
N -1.55 -0.79 -0.08
N -0.44 -1.41 -0.06
N 0.53 -0.49 -0.01
O 1.82 -0.85 -0.20
H -2.03 1.21 -0.15
H 2.22 -0.87 0.68
```

- orbital gap (eV) = 10.6
- charge = 0
- LUMO energy (eV) = 0.61
- SMILES = O=c1[nH]nnn1O

Results of the natural (NBO) charge analysis, in e, for atoms 1 through 8: -0.602, 0.683, -0.440, -0.025, -0.029, -0.018, -0.479, 0.426

---

--- 2 ---
# CH2N4O2

An isolated molecule of CH2N4O2 (ωB97M-V/def2-TZVPD, the OMol25 dataset).

The geometry in XYZ format:
```
9
Properties=species:S:1:pos:R:3
N 1.58 2.04 0.38
C 1.02 1.11 0.01
N -0.04 0.04 -0.52
N -1.29 0.37 -0.12
N 0.57 -1.27 -0.07
O 1.76 -1.23 -0.31
O -0.17 -1.98 0.50
H -1.93 0.91 -0.68
H -1.51 0.02 0.81
```

- orbital gap (eV) = 10.1
- charge = 0
- LUMO energy (eV) = -0.51
- SMILES = N#CN(N)[N+](=O)[O-]

Results of the natural (NBO) charge analysis, in e, for atoms 1 through 8: -0.341, 0.355, -0.170, -0.655, 0.646, -0.326, -0.308, 0.414

---

1 ends up most stable, edging out the next structure by 3.742 eV.

---

--- 1 ---
# C43H35NP2PtS

A structure of composition C43H35NP2PtS (ωB97M-V/def2-TZVPD, the OMol25 dataset).

The geometry in XYZ format:
```
83
Properties=species:S:1:pos:R:3
Pt -0.46 -1.26 0.40
S -1.55 -5.63 0.66
C -0.78 -5.45 -0.86
C -0.28 -4.19 -1.04
C -0.53 -3.31 0.05
C -1.19 -3.97 1.04
C -1.48 -3.33 2.29
C -2.07 -3.95 3.39
C -2.26 -3.23 4.56
C -1.80 -1.92 4.63
C -1.23 -1.37 3.50
N -1.09 -2.03 2.36
H -0.74 -6.29 -1.53
H 0.23 -3.91 -1.95
H -2.39 -4.98 3.31
H -2.74 -3.69 5.41
H -1.90 -1.33 5.53
H -0.86 -0.36 3.50
C 0.45 1.83 -2.91
C -0.27 0.51 -3.29
P -0.05 -0.76 -1.95
C 1.57 -1.55 -2.31
C 2.07 -1.72 -3.60
C 3.28 -2.37 -3.80
C 4.01 -2.84 -2.73
C 3.54 -2.63 -1.43
C 2.34 -1.98 -1.23
C -1.33 -1.91 -2.65
C -1.23 -2.47 -3.92
C -2.25 -3.25 -4.45
C -3.42 -3.45 -3.72
C -3.55 -2.87 -2.46
C -2.51 -2.12 -1.93
P 1.12 1.58 -1.21
C 2.05 3.16 -1.03
C 3.41 3.09 -0.76
C 4.19 4.24 -0.71
C 3.59 5.48 -0.91
C 2.23 5.56 -1.15
C 1.46 4.41 -1.21
C -0.33 1.83 -0.08
C -0.18 2.87 1.08
C -1.37 3.73 1.39
C -2.55 3.54 0.81
C -2.72 2.53 -0.25
C -1.70 1.78 -0.68
H -0.20 2.70 -2.96
H 1.31 2.03 -3.55
H 0.09 0.10 -4.23
H -1.34 0.67 -3.38
H 1.53 -1.36 -4.46
H 3.65 -2.51 -4.81
H 4.95 -3.35 -2.89
H 4.11 -2.98 -0.58
H 1.97 -1.81 -0.23
H -0.33 -2.33 -4.51
H -2.14 -3.70 -5.42
H -4.22 -4.05 -4.13
H -4.46 -3.02 -1.90
H -2.60 -1.70 -0.94
H 3.87 2.12 -0.60
H 5.25 4.18 -0.50
H 4.19 6.38 -0.89
H 1.76 6.53 -1.29
H 0.39 4.48 -1.37
H 0.74 3.46 1.07
H -1.25 4.48 2.17
H -3.41 4.13 1.09
H -3.70 2.42 -0.69
H -1.89 1.06 -1.46
C -0.17 0.72 1.00
C -0.05 1.65 1.99
C 0.12 1.78 3.45
C -0.99 1.82 4.30
C -0.84 2.10 5.65
C 0.42 2.38 6.17
C 1.52 2.39 5.33
C 1.38 2.09 3.98
H -1.97 1.65 3.88
H -1.71 2.13 6.30
H 0.53 2.61 7.22
H 2.50 2.66 5.72
H 2.24 2.11 3.32
```

- orbital gap (eV) = 7.6
- charge = 0
- LUMO energy (eV) = 0.23

Results of the Mulliken charge analysis, in e, for atoms 1 through 8: 0.468, -0.344, -0.508, -0.647, -0.352, 0.250, 1.319, -1.004

---

--- 2 ---
# C43H35NP2PtS

A structure of composition C43H35NP2PtS (ωB97M-V/def2-TZVPD, the OMol25 dataset).

The geometry in XYZ format:
```
83
Properties=species:S:1:pos:R:3
Pt -0.33 0.35 -0.64
S 0.87 0.74 3.69
C -0.83 0.79 3.65
C -1.33 0.74 2.38
C -0.31 0.65 1.38
C 0.94 0.64 1.97
C 2.15 0.57 1.18
C 3.44 0.62 1.70
C 4.53 0.56 0.85
C 4.31 0.47 -0.52
C 3.00 0.43 -0.97
N 1.94 0.46 -0.15
H -1.39 0.86 4.57
H -2.39 0.77 2.16
H 3.58 0.70 2.77
H 5.53 0.60 1.25
H 5.12 0.44 -1.22
H 2.78 0.37 -2.03
C -2.10 -2.09 -2.00
C -1.19 -1.78 -3.18
P -0.53 -0.09 -2.94
C 0.88 -0.04 -4.10
C 0.91 0.89 -5.12
C 2.00 0.93 -6.00
C 3.05 0.04 -5.85
C 3.02 -0.90 -4.83
C 1.94 -0.94 -3.96
C -1.74 1.06 -3.46
C -2.97 0.76 -4.04
C -3.96 1.70 -4.22
C -3.63 3.04 -3.86
C -2.46 3.39 -3.27
C -1.47 2.38 -2.83
P -1.19 -1.77 -0.43
C 0.12 -3.04 -0.46
C 0.00 -4.26 -1.13
C 1.02 -5.20 -1.09
C 2.17 -4.94 -0.35
C 2.30 -3.74 0.33
C 1.28 -2.80 0.28
C -2.36 -2.37 0.82
C -2.01 -3.31 1.79
C -2.94 -3.74 2.72
C -4.23 -3.23 2.70
C -4.59 -2.27 1.75
C -3.65 -1.84 0.82
H -2.51 -3.10 -2.01
H -2.95 -1.39 -2.01
H -1.71 -1.83 -4.14
H -0.36 -2.49 -3.22
H 0.08 1.58 -5.24
H 2.01 1.67 -6.80
H 3.89 0.08 -6.53
H 3.83 -1.61 -4.72
H 1.92 -1.69 -3.17
H -3.16 -0.26 -4.38
H -4.90 1.45 -4.69
H -4.35 3.83 -4.09
H -2.27 4.43 -3.02
H -0.45 2.72 -2.99
H -0.90 -4.48 -1.69
H 0.91 -6.13 -1.62
H 2.96 -5.68 -0.31
H 3.19 -3.54 0.91
H 1.38 -1.86 0.81
H -1.00 -3.71 1.81
H -2.66 -4.47 3.46
H -4.96 -3.57 3.42
H -5.59 -1.86 1.74
H -3.93 -1.08 0.11
C -1.42 2.14 -1.16
C -1.97 2.69 -0.21
C -2.64 3.34 0.87
C -4.01 3.14 1.05
C -4.69 3.81 2.05
C -4.00 4.68 2.89
C -2.63 4.87 2.74
C -1.95 4.20 1.73
H -4.53 2.46 0.38
H -5.76 3.67 2.18
H -4.53 5.21 3.67
H -2.09 5.53 3.40
H -0.89 4.33 1.59
```

- orbital gap (alpha / beta) (eV) = 5.2 / 5.2
- charge = 0
- LUMO energy (alpha / beta) (eV) = -0.26 / -0.26

Results of the Mulliken charge analysis, in e, for atoms 1 through 8: 2.230, -0.349, -0.791, -0.168, -0.553, 0.313, 0.977, -1.221

---

2 ends up most stable, edging out the next structure by 0.138 eV.

---

--- 1 ---
# C5H10NOS

A cluster of 2 separate species, C5H10NOS in total (ωB97M-V/def2-TZVPD, the OMol25 dataset).

The geometry in XYZ format:
```
18
Properties=species:S:1:pos:R:3
C 2.20 1.49 -1.12
C 0.59 -1.03 2.01
S -0.50 -2.51 2.29
C 0.97 1.31 -0.48
N -1.80 0.03 -1.54
C -0.36 0.68 -1.20
C -2.00 -1.01 -0.52
O 0.73 1.84 0.61
H 2.57 1.00 -2.00
H 2.90 2.12 -0.55
H 0.26 -0.52 1.04
H 1.65 -1.30 1.91
H -0.28 1.18 -2.12
H 0.49 -0.33 2.82
H -1.14 0.98 -0.47
H -2.33 -0.62 0.47
H -1.09 -1.63 -0.30
H -2.85 -1.68 -0.86
```

- orbital gap (eV) = 3.4
- charge = -1
- LUMO energy (eV) = 0.40

Results of the natural (NBO) charge analysis, in e, for atoms 1 through 8: -0.657, -0.715, -0.592, 0.406, -0.149, -0.301, -0.546, -0.696

---

--- 2 ---
# C5H10NOS

A cluster of 2 separate species, C5H10NOS in total (ωB97M-V/def2-TZVPD, the OMol25 dataset).

The geometry in XYZ format:
```
18
Properties=species:S:1:pos:R:3
C 1.26 -0.77 0.83
C 0.98 -2.06 0.98
C 1.69 -0.11 -0.31
C -1.97 -0.08 0.09
C -1.68 1.03 -0.89
N 2.16 1.11 -0.19
O 2.72 1.85 -1.12
S -3.72 -0.23 0.51
H -1.57 0.25 1.10
H 1.17 -0.08 1.68
H 0.93 -2.75 0.19
H 0.40 -2.47 1.80
H 1.93 -0.59 -1.38
H -1.43 -0.94 -0.37
H -2.05 2.05 -0.72
H -2.07 1.06 -1.89
H -0.57 1.19 -1.03
H 1.82 1.54 0.72
```

- orbital gap (eV) = 4.8
- charge = -1
- LUMO energy (eV) = 2.48

Results of the natural (NBO) charge analysis, in e, for atoms 1 through 8: -0.251, -0.355, 0.010, -0.552, -0.622, -0.046, -0.543, -0.712

---

2 ends up most stable, edging out the next structure by 4.595 eV.

---

--- 1 ---
# C2HO2P

An isolated molecule of C2HO2P (ωB97M-V/def2-TZVPD, the OMol25 dataset).

The geometry in XYZ format:
```
6
Properties=species:S:1:pos:R:3
C -0.77 -0.44 -0.10
C -0.09 1.05 -0.18
O -1.95 -0.61 -0.19
O 0.58 1.84 0.30
P 0.63 -1.39 0.26
H 1.60 -0.44 -0.09
```

- orbital gap (alpha / beta) (eV) = 7.4 / 7.4
- charge = 0
- LUMO energy (alpha / beta) (eV) = -1.35 / -1.35

Charge distribution, natural (NBO) scheme, values in e: 0.061, 0.676, -0.523, -0.380, 0.208, -0.041

---

--- 2 ---
# C2HO2P

A cluster of 2 separate species, C2HO2P in total (ωB97M-V/def2-TZVPD, the OMol25 dataset).

The geometry in XYZ format:
```
6
Properties=species:S:1:pos:R:3
O 0.53 1.42 3.85
C 0.12 0.66 3.10
O -0.32 -0.10 2.38
C -0.51 0.41 -1.30
P -2.02 0.94 -1.36
H 0.50 0.64 -0.99
```

- orbital gap (eV) = 10.0
- charge = 0
- LUMO energy (eV) = -0.10
- SMILES = O=C=O.C#P

Charge distribution, natural (NBO) scheme, values in e: -0.517, 1.018, -0.502, -0.739, 0.519, 0.220

---

2 ends up most stable, edging out the next structure by 1.421 eV.